No. 1
ORCA calculation (the ωB97M-V functional and the def2-TZVPD basis) on C3H3KMgO3 as an isolated structure at a distorted geometry.

Geometry as XYZ:
```
11
Properties=species:S:1:pos:R:3:mulliken_spin:R:1
O 0.34639 -0.57265 -0.40382 0.02
C -0.38324 0.48463 -0.65489 0.06
C 0.40010 -0.78766 1.10556 -0.01
O -0.40906 1.01181 -1.75622 0.02
O -0.89570 1.01268 0.43118 0.00
C -0.49488 0.31101 1.55080 0.82
K 1.71708 -2.09258 -2.52888 0.00
H 1.44566 -0.68513 1.42603 0.05
H 0.02170 -1.80085 1.29073 0.04
H -0.45313 0.87785 2.47654 0.02
Mg -1.29491 2.24090 -2.93702 0.00
```

Summary:
Expectation value of S²: 0.754
Total energy in eV: -31040.868
Total charge: +3
Frontier orbital gap (alpha / beta) in eV: 3.93 / 8.86
2S+1: 2
HOMO (alpha / beta) in eV: -19.1379 / -24.0755
ΔE to the lowest compared entry with this formula, charge and spin in kcal per mole: 0.0

---

No. 2
ORCA calculation (the ωB97M-V functional and the def2-TZVPD basis) on a single C7H11ClN2 molecule at a distorted geometry.

Geometry as XYZ:
```
21
Properties=species:S:1:pos:R:3:nbo_charge:R:1
C -0.95630 1.26352 -3.68155 -0.10
C -1.40154 0.13276 -1.68081 0.28
C 0.07444 1.93911 -3.22070 0.09
C 1.01334 -1.18107 0.11250 -0.61
C -1.16225 -0.26336 1.19247 -0.62
C 0.96581 1.08174 0.92417 -0.62
C 0.13865 0.04956 0.23381 0.12
N -1.63997 0.38855 -2.96023 -0.55
N -0.33211 0.51428 -1.05854 -0.51
Cl 0.61857 3.29977 -2.51933 0.20
H -1.47919 1.36502 -4.58583 0.26
H -2.29965 -0.44612 -1.28886 0.17
H 1.86604 -0.93772 -0.46647 0.21
H 1.45561 -1.61370 1.11928 0.21
H 0.50012 -2.06746 -0.27696 0.21
H -1.81487 -1.01327 0.79030 0.21
H -0.69261 -0.39976 2.15699 0.21
H -1.61575 0.69121 1.24441 0.20
H 1.69072 1.31589 0.26597 0.21
H 0.43645 1.81662 1.41224 0.21
H 1.29072 0.64519 1.80857 0.21
```

Summary:
Total energy in eV: -22934.291
Frontier orbital gap in eV: 7.14
HOMO in eV: -8.1247
ΔE to the lowest compared entry with this formula, charge and spin in kcal per mole: 110.9

---

No. 3
ORCA calculation (the ωB97M-V functional and the def2-TZVPD basis) on C28H65B3FO2PRbV as an isolated structure at a distorted geometry.

Geometry as XYZ:
```
102
Properties=species:S:1:pos:R:3:mulliken_spin:R:1
Rb 1.22511 -1.36258 3.68064 0.01
V 1.17432 -4.65302 1.24597 3.07
C 7.15129 3.48986 -2.81372 0.00
C 6.29289 2.40866 -2.26524 0.00
C 5.09146 2.91681 -1.42835 0.00
C 4.18054 1.76151 -0.94702 0.00
P 2.39236 2.08056 -0.68790 0.00
C 1.94164 3.28356 0.70236 0.00
C 0.83374 4.30156 0.38350 0.00
C 0.04115 4.85226 1.62189 0.00
C -0.91660 3.75586 2.23514 0.00
C 1.46656 0.53591 -0.35518 0.00
C 0.06664 0.58774 0.25407 0.00
C -1.08634 0.84615 -0.68089 0.00
C -2.41891 0.39271 -0.04381 0.00
C 1.87368 2.84785 -2.30986 0.00
C 2.22410 1.97213 -3.56562 0.00
C 1.74763 2.58263 -4.90199 0.00
C 0.20240 2.71586 -4.97902 0.00
H 7.99780 3.05637 -3.34627 0.00
H 7.58651 4.08141 -2.00827 0.00
H 6.48736 4.02393 -3.49349 0.00
H 6.90215 1.73973 -1.65743 0.00
H 5.87244 1.85577 -3.10526 0.00
H 4.41568 3.53713 -2.01709 0.00
H 5.42971 3.51724 -0.58386 0.00
H 4.58974 1.34426 -0.02693 0.00
H 4.19186 0.88041 -1.58862 0.00
H 2.92864 3.65747 0.97466 0.00
H 1.70310 2.64501 1.55292 0.00
H 0.08352 3.98166 -0.33963 0.00
H 1.32193 5.20892 0.02786 0.00
H -0.42365 5.83578 1.55300 0.00
H 0.85173 5.14127 2.29086 0.00
H -1.31259 4.10276 3.18958 0.00
H -0.29849 2.91895 2.56015 0.00
H -1.81307 3.66306 1.62209 0.00
H 2.02418 0.09138 0.46916 0.00
H 1.45735 -0.16431 -1.19046 0.00
H 0.01169 1.31712 1.06220 0.00
H 0.01150 -0.37599 0.76031 0.01
H -0.85537 0.44837 -1.66909 0.00
H -1.05119 1.90180 -0.95008 0.00
H -2.44779 -0.66880 0.20206 0.00
H -3.23652 0.63207 -0.72375 0.00
H -2.60272 0.93418 0.88416 0.00
H 2.31182 3.84577 -2.32700 0.00
H 0.80299 2.99913 -2.17268 0.00
H 1.72069 1.00814 -3.49210 0.00
H 3.29729 1.78145 -3.56251 0.00
H 1.94249 1.80984 -5.64558 0.00
H 2.15012 3.58231 -5.06550 0.00
H -0.29960 1.76180 -4.81820 0.00
H -0.04901 2.87442 -6.02771 0.00
H -0.18375 3.59909 -4.47020 0.00
B 1.32463 -4.14888 -0.95772 -0.08
H 0.32155 -4.33684 -0.60739 0.01
H 1.75918 -3.19390 -0.70589 0.03
H 1.88068 -5.01310 -0.62884 0.04
H 1.19518 -4.11472 -2.02839 0.00
B 3.01474 -3.96070 2.07639 -0.12
H 3.21007 -4.29736 1.07004 0.01
H 2.48196 -4.71217 2.63825 0.04
H 3.95153 -3.74202 2.56510 -0.01
H 2.33788 -3.12045 2.08595 0.04
B -0.45544 -3.27653 2.18227 -0.14
H 0.14965 -2.50788 1.72699 0.02
H 0.16089 -3.87008 2.83959 0.03
H -1.31910 -2.85096 2.66932 0.00
H -0.78959 -3.93887 1.39874 0.03
C -2.45643 -0.17992 5.32560 0.00
C -1.54110 0.98603 5.13388 0.00
O -0.35915 0.88865 4.71666 0.00
C -2.06303 2.34094 5.50387 0.00
H -2.07238 -1.08489 4.85482 0.00
H -3.42242 -0.00126 4.85333 0.00
H -2.55830 -0.36533 6.39488 0.00
H -2.68097 2.62337 4.65153 0.00
H -1.26501 3.05853 5.69449 0.00
H -2.78930 2.37791 6.31582 0.00
C -2.64607 -2.31244 -2.86780 0.00
C -2.79191 -3.84012 -2.86091 0.00
O -3.16337 -4.45832 -3.84990 0.00
C -2.75112 -4.50353 -1.50020 0.00
H -3.51437 -1.90092 -2.35320 0.00
H -2.63030 -1.96046 -3.89928 0.00
H -1.74611 -2.01080 -2.33190 0.00
H -1.92282 -4.12545 -0.90098 0.00
H -2.75878 -5.58713 -1.61797 0.00
H -3.70993 -4.26482 -1.03999 0.00
F -5.82600 -0.87992 0.56680 0.00
C -5.66334 -2.16572 0.88222 0.00
C -4.51863 -2.64556 1.45382 0.00
C -4.26930 -4.06193 1.52202 0.00
C -5.26829 -4.95999 1.10711 0.00
C -6.40263 -4.47183 0.40186 0.00
C -6.56836 -3.08945 0.32893 0.00
H -3.73433 -2.02215 1.85710 0.00
H -3.40357 -4.39685 2.07406 0.00
H -5.15123 -5.98405 1.42961 0.00
H -7.22596 -5.11030 0.11746 0.00
H -7.35115 -2.69228 -0.30028 0.00
```

Summary:
Expectation value of S²: 3.757
Total energy in eV: -74550.597
Total charge: +1
Frontier orbital gap (alpha / beta) in eV: 7.18 / 7.89
2S+1: 4
HOMO (alpha / beta) in eV: -9.8848 / -10.6037

---

No. 4
ORCA calculation (the ωB97M-V functional and the def2-TZVPD basis) on a 6-piece molecular cluster, C24H54Cl2N7O6S overall at a distorted geometry.

Geometry as XYZ:
```
94
Properties=species:S:1:pos:R:3:lowdin_charge:R:1
C 0.97964 -3.96386 -2.86953 0.04
C 2.00688 -2.99501 -2.48181 -0.63
O 2.41269 -2.92262 -1.39087 0.11
N 2.46988 -2.21653 -3.44712 0.09
C 2.59337 -0.81508 -3.11913 -0.16
C 1.24823 -0.14255 -3.05771 -0.15
C 0.72066 -0.09087 -1.65717 -0.17
C -0.57257 0.57277 -1.47593 -0.20
N -1.81789 -0.18148 -1.80960 -0.39
S -1.94043 -1.72682 -0.93298 1.00
C -2.12021 -0.19243 -3.29066 -0.67
Cl -3.01493 1.30788 -3.48254 0.77
C -2.87065 -1.41423 -3.79697 -0.74
C -1.95402 -2.53616 -4.09495 -0.15
Cl -3.63539 -1.02247 -5.35630 0.69
H 1.43314 -4.88856 -2.98955 0.09
H 0.51880 -3.70638 -3.78145 0.06
H 0.25455 -4.02098 -2.11909 0.07
H 2.01133 -2.37366 -4.32095 0.13
H 3.12101 -0.70362 -2.22170 0.11
H 3.17111 -0.35685 -3.85960 0.11
H 1.37314 0.84076 -3.39891 0.12
H 0.62312 -0.70383 -3.69175 0.08
H 1.40462 0.47724 -1.12071 0.12
H 0.75152 -1.05226 -1.22794 0.08
H -0.69743 0.80893 -0.48069 0.09
H -0.62532 1.47953 -1.99909 0.12
H -2.55625 0.38303 -1.36452 0.06
H -1.07236 -2.38968 -1.67133 -0.13
H -1.25319 -0.05473 -3.85382 0.08
H -3.66706 -1.69463 -3.18560 0.08
H -0.96198 -2.19316 -4.16439 0.05
H -2.00312 -3.25329 -3.34699 0.05
H -2.21723 -2.97046 -5.00010 0.06
C 7.62385 -3.19087 -0.92802 -0.36
O 8.60806 -2.75701 -0.36619 0.02
N 6.71744 -2.42897 -1.55755 -0.19
C 5.54798 -2.98313 -2.21741 -0.05
C 6.92564 -0.99182 -1.57114 -0.04
H 7.38572 -4.27021 -0.96768 0.13
H 5.56728 -2.73149 -3.28102 0.09
H 4.64866 -2.58282 -1.77251 0.05
H 5.54074 -4.06496 -2.11311 0.09
H 7.87266 -0.74754 -2.05094 0.09
H 6.95703 -0.60234 -0.55346 0.09
H 6.11317 -0.51838 -2.11638 0.07
C -3.73336 1.92221 0.55325 -0.33
O -2.68456 1.91288 -0.12860 -0.07
N -4.81515 2.57361 0.25926 -0.16
C -6.00089 2.54088 1.12052 -0.02
C -4.86389 3.37675 -0.95921 -0.01
H -3.80438 1.37136 1.50163 0.15
H -6.84210 2.13548 0.55816 0.10
H -6.23530 3.54497 1.45757 0.06
H -5.81596 1.91333 1.98623 0.09
H -4.69793 2.74895 -1.82925 0.05
H -4.08931 4.14061 -0.93714 0.10
H -5.83600 3.84870 -1.03248 0.10
C 0.65080 -3.09601 3.80148 -0.36
O -0.13061 -3.27846 4.71910 0.00
N 0.77128 -3.90762 2.74391 -0.19
C 1.70459 -3.62743 1.66494 -0.05
C -0.06273 -5.09698 2.68354 -0.04
H 1.32981 -2.22796 3.75456 0.12
H 1.16071 -3.53220 0.72323 0.06
H 2.42073 -4.44572 1.57303 0.10
H 2.24698 -2.70642 1.86184 0.06
H -1.11879 -4.82467 2.70143 0.09
H 0.12687 -5.74022 3.54120 0.09
H 0.15729 -5.64132 1.77006 0.08
C -5.90580 5.69382 3.83326 -0.34
O -6.33676 4.86531 3.04312 -0.01
N -4.76282 5.57000 4.50067 -0.19
C -4.29530 6.58350 5.43365 -0.04
C -3.96041 4.37753 4.28619 -0.04
H -6.44502 6.62730 4.06031 0.14
H -3.32980 6.97710 5.11480 0.09
H -4.18932 6.16023 6.43242 0.09
H -5.00889 7.40003 5.47462 0.09
H -3.67365 4.29962 3.23541 0.09
H -4.52935 3.48590 4.54955 0.09
H -3.06849 4.43051 4.90121 0.09
C 2.14707 0.54941 2.73071 -0.35
O 2.74348 -0.49886 2.57128 0.00
N 2.59253 1.72361 2.27196 -0.20
C 1.89201 2.97253 2.50130 -0.05
C 3.84558 1.73815 1.52829 -0.03
H 1.19611 0.62186 3.29218 0.14
H 1.61570 3.43958 1.55685 0.08
H 2.52389 3.66433 3.06105 0.09
H 0.99020 2.78301 3.07466 0.08
H 3.76865 1.10809 0.64144 0.08
H 4.65527 1.34775 2.14140 0.10
H 4.07509 2.75650 1.23232 0.09
```

Summary:
Total energy in eV: -84352.269
Total charge: +1
Frontier orbital gap in eV: 7.34
HOMO in eV: -10.6152

---

No. 5
ORCA calculation (the ωB97M-V functional and the def2-TZVPD basis) on a single C7H9NO molecule at a distorted geometry.

Geometry as XYZ:
```
18
Properties=species:S:1:pos:R:3:nbo_charge:R:1
C -1.61205 -1.15717 1.19988 -0.44
N -1.47534 0.04332 0.44047 -0.44
C -0.39605 0.44209 0.01565 0.35
C 0.95608 -0.27067 -0.00758 -0.50
C 1.99297 0.88307 0.08760 -0.38
C 1.30746 1.94960 -0.79140 -0.37
C 1.76315 2.96795 -1.41362 0.72
O 2.17179 3.86919 -2.00455 -0.45
C -0.19825 1.81885 -0.68482 -0.44
H -2.15865 -1.97166 0.62866 0.21
H -0.60261 -1.68107 1.39201 0.17
H -2.26646 -0.91057 2.07725 0.22
H 0.99863 -0.76669 -0.96441 0.23
H 0.99456 -1.05304 0.75009 0.22
H 2.28130 1.14462 1.10629 0.22
H 3.06256 0.66624 -0.29568 0.22
H -0.50760 2.39802 0.22707 0.23
H -0.75506 1.95765 -1.53870 0.23
```

Summary:
Total energy in eV: -10940.193
Frontier orbital gap in eV: 9.37
HOMO in eV: -8.5951
ΔE to the lowest compared entry with this formula, charge and spin in kcal per mole: 60.4
SMILES string: C/N=C1\CCC(=C=O)C1

---

No. 6
ORCA calculation (the ωB97M-V functional and the def2-TZVPD basis) on a single C2HNOS molecule at a distorted geometry.

Geometry as XYZ:
```
6
Properties=species:S:1:pos:R:3:nbo_charge:R:1
H 0.40587 0.33166 -0.36959 0.39
N -0.50106 0.07331 -0.04138 -0.58
C -0.80266 -0.96014 0.54038 0.16
S 0.39194 -2.23354 1.15694 0.09
C -1.37885 -2.08997 1.23636 0.40
O -2.36258 -2.70891 1.43892 -0.46
```

Summary:
Total energy in eV: -16460.546
Frontier orbital gap in eV: 9.04
HOMO in eV: -9.8271
ΔE to the lowest compared entry with this formula, charge and spin in kcal per mole: 45.8
SMILES string: [H]/N=c1\sc1=O